17
Properties=species:S:1:pos:R:3:forces:R:3:mulliken_charge:R:1 method="wB97M-V/def2-TZVPD" e_tot_ha=-417.51611 homo_energy_ev=-3.717 total_charge=-1 largest_force_ha_per_bohr=0.1158
C -0.324 -0.130 -0.206 1.68 0.78 -0.05 -0.3992
N -0.362 0.930 -1.122 -2.37 0.23 -0.67 -0.5193
C -1.530 1.504 -1.548 -1.22 -3.00 1.02 0.0531
O -2.723 1.018 -1.688 3.07 0.67 0.61 -0.6672
C -1.205 -1.404 -0.338 -0.65 -1.03 2.21 -0.3782
N -0.510 -2.258 0.736 0.19 3.46 -4.84 -0.4471
C 2.717 0.135 1.407 1.28 0.53 -0.78 -0.3024
O 3.557 0.528 2.380 -0.93 -0.22 -0.86 -0.6403
H -0.536 0.146 0.830 -0.09 0.66 -0.03 0.3335
H 0.628 -0.656 -0.197 0.59 0.81 -0.03 0.2690
H 1.642 0.439 1.536 -0.37 0.51 0.11 0.1100
H -1.392 2.517 -1.795 0.29 1.60 -0.72 0.4077
H -1.047 -1.747 -1.334 1.25 -0.48 -0.91 0.2627
H -2.262 -0.990 -0.528 0.40 -1.47 1.64 0.3194
H -1.071 -2.919 1.124 -2.92 -2.03 1.80 0.1684
H 2.988 0.437 0.320 -0.35 0.24 1.22 0.1885
H 2.529 -0.923 1.321 0.13 -1.27 0.29 0.2413


17
Properties=species:S:1:pos:R:3:forces:R:3:mulliken_charge:R:1 method="wB97M-V/def2-TZVPD" e_tot_ha=-417.79794 smiles="O=CNCCNC[O-]" homo_energy_ev=-3.029 total_charge=-1 largest_force_ha_per_bohr=0.0365
O -0.040 1.908 3.283 0.37 -0.26 0.43 -0.6253
C 0.147 0.809 2.775 -0.64 1.45 -1.00 0.0862
N 0.176 0.595 1.444 0.20 -1.68 0.14 -0.0537
C -0.010 -0.776 0.980 -0.06 -0.86 0.40 -0.5872
C 0.320 -0.998 -0.517 0.25 0.62 0.07 -0.4293
N 0.409 0.286 -1.203 -0.31 -0.13 -0.59 -0.4968
C -0.616 0.572 -2.406 0.58 0.71 0.89 -0.3804
O -0.140 0.220 -3.553 0.04 -0.46 -0.51 -0.8252
H 0.248 -0.107 3.379 0.09 -0.04 -0.05 0.2815
H 0.125 1.252 0.662 0.08 0.25 0.38 0.2468
H 0.623 -1.472 1.549 0.04 0.27 0.16 0.2902
H -1.032 -1.101 1.221 -0.04 0.14 -0.31 0.2613
H -0.421 -1.672 -0.939 -0.44 0.04 -0.24 0.2936
H 1.254 -1.574 -0.581 0.04 0.34 0.02 0.3679
H 1.259 0.280 -1.756 0.07 0.12 0.06 0.1827
H -0.741 1.698 -2.284 -0.21 -0.48 0.06 0.1855
H -1.561 0.080 -2.055 -0.05 -0.05 0.09 0.2023


17
Properties=species:S:1:pos:R:3:forces:R:3:mulliken_charge:R:1 method="wB97M-V/def2-TZVPD" e_tot_ha=-417.80198 homo_energy_ev=-4.073 total_charge=-1 largest_force_ha_per_bohr=0.0926
O 0.742 0.513 -2.027 0.08 -2.51 1.58 -0.8133
C 0.728 -0.363 -1.021 0.24 4.34 -1.95 0.3020
N 1.026 -1.613 -0.943 0.90 -0.82 -1.89 -0.7712
C -2.263 -1.446 -0.145 -0.27 -2.01 0.06 0.1275
O -3.043 -2.392 0.015 1.10 1.89 -0.25 -0.5305
C 0.311 0.361 0.275 -0.82 -0.32 2.06 0.6275
C 1.465 0.865 1.199 0.89 1.30 -1.37 -1.6619
N -0.703 1.433 0.124 0.38 1.50 -0.51 -0.6045
H 1.394 -1.873 -1.926 -0.78 0.39 1.82 0.2407
H -2.294 -0.499 0.394 -0.63 0.28 0.31 0.2178
H -1.361 -1.520 -0.785 -0.46 -0.27 -0.14 0.1693
H -0.171 -0.454 0.881 0.31 0.52 -0.19 0.0540
H 1.134 1.322 2.177 0.02 -0.58 -1.04 0.3847
H 2.146 1.664 0.655 -1.40 -1.47 0.91 0.2909
H 2.087 0.000 1.387 0.33 -0.12 0.32 0.4612
H -0.831 1.698 -0.888 0.68 -0.57 1.33 0.2817
H -0.367 2.306 0.628 -0.57 -1.54 -1.05 0.2242


17
Properties=species:S:1:pos:R:3:forces:R:3:mulliken_charge:R:1 method="wB97M-V/def2-TZVPD" e_tot_ha=-417.34332 homo_energy_ev="-10.094 / -14.059" multiplicity=3 total_charge=+1 largest_force_ha_per_bohr=0.0899
C 0.312 1.883 1.216 -2.49 2.62 0.34 0.4376
C -1.225 -1.034 -0.104 0.29 0.73 -0.52 -0.7360
C 0.239 -1.213 -0.058 -0.08 0.88 -1.33 -0.2896
C -0.309 0.178 -0.312 -0.97 -4.07 -1.23 0.3002
N -0.676 2.605 1.903 4.46 -1.23 -0.08 -0.3568
N 0.944 -1.873 -1.216 -0.95 1.28 -0.50 -0.2917
O 1.503 1.839 1.243 -0.24 -0.10 0.72 -0.4282
O -0.168 0.688 -1.562 -0.85 -0.03 0.21 -0.5194
H -1.693 -1.396 -0.999 -0.28 -0.05 -0.55 0.2772
H -1.772 -1.349 0.758 -0.32 0.56 0.65 0.2816
H 0.780 -1.248 0.822 0.86 -0.88 1.77 0.3354
H -1.635 2.624 1.672 -0.64 -0.21 -0.22 0.2208
H -0.271 3.029 2.727 -0.80 0.51 0.30 0.2614
H 0.649 -1.272 -2.041 0.61 -0.75 0.69 0.4003
H 0.698 -2.868 -1.458 0.67 1.04 0.75 0.3506
H 1.917 -1.650 -0.970 0.09 -0.95 -0.87 0.3839
H 0.708 1.060 -1.621 0.64 0.64 -0.13 0.3726


18
Properties=species:S:1:pos:R:3:forces:R:3:mulliken_charge:R:1 method="wB97M-V/def2-TZVPD" e_tot_ha=-815.51398 smiles="CS[N@@+]1(C)C[C@@H]1[N+](=O)[O-]" homo_energy_ev=-14.609 total_charge=+1 largest_force_ha_per_bohr=0.1266
C 0.943 0.819 1.714 -3.30 -1.39 -0.73 -0.8528
S 1.016 1.369 -0.017 -0.98 -0.93 0.22 0.1450
N -0.291 0.199 -0.689 4.40 1.10 -2.41 0.1989
C 0.370 -0.951 -1.423 -1.92 -0.27 0.65 -0.9427
C -1.451 0.050 -0.019 -5.40 -1.54 3.29 -0.4147
C -1.438 0.887 -1.259 -0.62 1.05 1.29 -0.3827
N -2.044 0.380 -2.481 0.07 -0.95 1.01 1.0556
O -2.578 1.181 -3.173 -0.34 0.65 -0.88 -0.5306
O -1.999 -0.824 -2.585 -0.68 -0.40 -0.93 -0.5804
H 1.848 1.034 2.135 2.72 0.13 0.93 0.4105
H 0.652 -0.273 1.780 0.91 1.10 -0.17 0.3054
H 0.211 1.341 2.337 -0.11 0.25 -0.49 0.3126
H 1.067 -0.495 -1.997 2.78 1.12 -1.35 0.4270
H 0.679 -1.517 -0.612 1.42 -1.28 1.17 0.3927
H -0.185 -1.582 -2.109 -0.75 0.41 0.55 0.3647
H -1.650 0.511 1.051 0.68 -0.82 -2.51 0.2850
H -1.928 -0.990 -0.174 0.77 1.75 0.41 0.3068
H -1.502 1.961 -1.181 0.34 0.02 -0.05 0.4997


17
Properties=species:S:1:pos:R:3:forces:R:3:mulliken_charge:R:1 method="wB97M-V/def2-TZVPD" e_tot_ha=-740.73470 smiles="N[C@H](C[S-])CNC=O" homo_energy_ev=-2.495 total_charge=-1 largest_force_ha_per_bohr=0.1163
N -0.496 1.796 -0.624 2.88 -3.42 -3.97 -0.5585
C 0.421 0.695 -0.071 0.64 2.53 -1.65 0.3420
C 1.846 0.637 -0.909 -2.55 0.33 -0.23 -1.1199
S 3.012 -0.240 0.018 1.34 -1.44 0.92 -0.6260
C -0.288 -0.665 -0.115 0.01 -0.28 -2.40 -0.6719
N -0.542 -1.236 1.183 -1.98 0.20 -1.05 -0.1324
C -1.801 -1.711 1.321 0.87 -1.80 -1.52 -0.0570
O -2.449 -1.987 0.325 -1.21 0.24 -0.26 -0.5833
H -1.002 2.407 -0.140 -2.10 2.60 3.14 0.0988
H -0.256 2.211 -1.534 0.14 -0.70 0.85 0.1547
H 0.697 1.129 0.928 -0.05 -1.22 -0.59 0.2690
H 2.226 1.613 -1.061 -0.07 1.60 0.32 0.3730
H 1.747 0.342 -1.989 -0.62 -0.56 0.85 0.2972
H 0.348 -1.422 -0.653 -0.35 0.89 0.27 0.2393
H -1.282 -0.579 -0.729 1.99 -0.01 1.40 0.3001
H -0.042 -0.763 1.860 0.95 0.57 2.12 0.2453
H -2.139 -2.225 2.191 0.10 0.46 1.81 0.4295


17
Properties=species:S:1:pos:R:3:forces:R:3:mulliken_charge:R:1 method="wB97M-V/def2-TZVPD" e_tot_ha=-740.48649 homo_energy_ev=-13.897 total_charge=+1 largest_force_ha_per_bohr=0.0902
C 1.372 1.199 -0.027 0.10 -1.44 1.18 0.8441
C 1.406 0.075 1.094 2.17 -0.05 1.56 -0.9008
C -0.589 -0.582 0.146 -3.12 2.84 1.92 0.1339
C -3.132 -1.091 -0.958 -0.06 0.30 -0.66 -0.8300
N 2.424 1.976 -0.085 2.49 -1.84 2.81 -0.3597
N 0.548 -0.973 0.624 1.57 -0.78 -0.52 -0.1110
O 0.448 1.179 -0.793 -1.11 0.45 -0.80 -0.5102
S -1.419 -1.510 -0.951 0.88 -1.56 -0.80 0.0196
H 2.485 -0.221 1.410 -1.63 -0.19 -1.44 0.3730
H 1.100 0.243 2.138 -0.57 1.29 -0.55 0.2913
H -1.089 0.364 0.681 1.03 -2.37 -1.30 0.2782
H -3.509 -1.668 -1.810 0.09 0.24 0.00 0.3467
H -3.156 -0.031 -1.211 -0.75 -0.04 0.40 0.3233
H -3.654 -1.472 -0.094 -0.09 0.48 0.40 0.3379
H 2.531 2.689 -0.727 0.13 1.52 -1.61 0.2439
H 0.963 -1.776 0.159 0.11 -0.04 0.15 0.2971
H 3.272 1.598 0.406 -1.22 1.20 -0.76 0.2228


17
Properties=species:S:1:pos:R:3:forces:R:3:mulliken_charge:R:1 method="wB97M-V/def2-TZVPD" e_tot_ha=-740.43734 homo_energy_ev=-13.682 total_charge=+1 largest_force_ha_per_bohr=0.1490
C 0.047 -0.400 0.595 2.40 2.13 -3.20 0.4360
C 0.067 0.548 -1.528 -2.71 1.40 1.55 -0.5163
C -0.975 -0.644 -1.439 -0.71 3.34 -0.74 -0.5141
C 1.182 1.753 0.408 4.10 -0.17 2.94 -0.7009
N 0.759 0.614 -0.227 -4.22 -6.32 0.94 -0.0095
N -0.652 -1.179 -0.176 -1.68 -1.90 1.24 -0.1007
O -0.573 -1.924 2.462 -0.07 -0.73 0.66 -0.4615
S 0.296 -0.555 2.231 0.25 -0.19 1.40 0.1078
H 0.782 0.400 -2.255 1.27 0.00 -1.92 0.3973
H -0.530 1.505 -1.598 0.91 -0.84 -0.62 0.2619
H -2.068 -0.234 -1.441 1.89 -0.82 -0.09 0.2996
H -0.852 -1.354 -2.212 0.10 -0.71 -0.82 0.3131
H 2.247 2.028 0.008 -1.93 -0.18 1.02 0.2994
H 0.517 2.563 0.337 -0.88 1.24 0.15 0.3463
H 1.268 1.308 1.532 0.42 2.32 -2.22 0.1645
H -1.301 -1.925 0.111 1.01 0.48 0.70 0.2894
H -0.214 -2.503 3.191 -0.13 0.95 -1.00 0.3876


17
Properties=species:S:1:pos:R:3:forces:R:3:mulliken_charge:R:1 method="wB97M-V/def2-TZVPD" e_tot_ha=-1006.67077 smiles="C=P[N@@+]1(C)CN1C[S-]" homo_energy_ev="-6.427 / -6.428" largest_force_ha_per_bohr=0.0419
C -0.028 1.304 -2.153 -0.44 -1.68 0.59 -0.4910
P -0.693 -0.147 -1.634 0.57 0.98 -0.04 0.0579
N -0.509 0.037 0.225 -0.81 0.74 -1.86 0.3579
C -1.094 1.262 0.758 -0.35 0.90 0.18 -0.8903
C -0.628 -1.163 1.013 0.06 -1.16 0.52 -0.2988
N 0.613 -0.501 0.967 0.35 0.12 1.60 -0.3292
C 1.650 -1.176 0.214 0.86 -0.98 -0.87 -0.4865
S 2.109 -2.720 0.993 -0.28 0.42 -0.02 -0.4357
H -0.146 1.532 -3.198 0.05 0.04 -0.30 0.3088
H 0.616 1.935 -1.570 -0.01 0.37 0.21 0.3101
H -1.473 1.855 -0.076 0.01 -0.02 0.27 0.3552
H -1.918 1.032 1.432 0.07 -0.05 -0.01 0.3286
H -0.340 1.834 1.295 0.08 -0.12 -0.02 0.3406
H -1.186 -1.098 1.940 -0.09 0.12 -0.11 0.2470
H -0.727 -2.102 0.470 0.07 0.10 -0.08 0.2753
H 1.243 -1.378 -0.811 0.10 0.13 0.07 0.1057
H 2.510 -0.505 0.134 -0.24 0.09 -0.14 0.2442


16
Properties=species:S:1:pos:R:3:forces:R:3:mulliken_charge:R:1 method="wB97M-V/def2-TZVPD" e_tot_ha=-665.20366 smiles="C=C(C)S/[NH+]=C/N" homo_energy_ev=-12.965 total_charge=+1 largest_force_ha_per_bohr=0.0839
C -2.007 1.441 1.566 -0.59 -0.99 -1.27 -0.7106
C -1.114 0.584 1.127 0.71 -2.01 -1.19 0.5396
C -1.364 -0.834 0.577 -2.20 1.43 1.71 -1.1724
S 0.633 0.956 1.312 -0.12 0.56 1.05 -0.0169
N 1.206 0.424 -0.203 3.65 -1.60 1.65 -0.2749
C 2.343 -0.233 -0.445 -2.27 1.07 -0.73 0.2497
N 2.617 -0.578 -1.721 1.86 -1.41 3.12 -0.3915
H -1.679 2.293 2.058 0.18 1.75 0.69 0.3058
H -3.050 1.293 1.290 0.10 -0.08 0.69 0.2733
H -1.362 -1.513 1.411 -0.13 -0.25 0.64 0.3001
H -2.313 -0.997 0.062 -0.08 0.50 0.12 0.3487
H -0.639 -1.216 -0.025 2.28 -0.68 -1.96 0.3442
H 0.700 0.505 -1.010 -2.25 0.88 -2.24 0.2837
H 3.044 -0.503 0.328 -0.06 0.00 0.29 0.3943
H 2.998 -1.527 -1.681 0.45 0.49 -0.86 0.2866
H 1.929 -0.445 -2.387 -1.53 0.34 -1.71 0.2404


16
Properties=species:S:1:pos:R:3:forces:R:3:mulliken_charge:R:1 method="wB97M-V/def2-TZVPD" e_tot_ha=-665.06713 homo_energy_ev="-12.558 / -12.557" total_charge=+1 largest_force_ha_per_bohr=0.0925
C 2.189 -0.415 1.422 0.07 0.44 -0.73 -0.4461
C -0.985 1.225 2.451 0.04 0.92 -1.53 0.0764
C -1.316 1.127 0.033 0.92 -1.23 -1.49 -0.7469
C 0.451 -1.047 -2.051 0.78 2.28 -1.37 -0.9284
N -1.204 1.411 1.336 1.25 -1.21 4.43 0.0274
N 0.632 -0.596 -0.715 2.18 -0.23 2.06 -0.2963
S 1.962 -1.110 -0.002 -1.30 0.88 -0.45 0.2629
H 3.191 -0.578 1.754 0.32 -0.39 0.62 0.3262
H 1.644 0.440 1.808 -0.11 -0.27 -0.08 0.1487
H -0.585 1.117 3.433 -0.27 0.03 0.43 0.4063
H -1.375 1.997 -0.485 0.17 2.72 -1.85 0.3494
H -2.246 0.692 -0.074 -2.01 -1.41 -0.48 0.3644
H -0.401 0.385 -0.352 -0.65 0.69 0.88 0.4714
H 0.620 -0.130 -2.778 -0.24 -2.10 1.11 0.2425
H -0.547 -1.350 -2.078 -1.73 -0.58 -0.77 0.3296
H 1.075 -1.887 -2.248 0.57 -0.56 -0.79 0.4124


16
Properties=species:S:1:pos:R:3:forces:R:3:mulliken_charge:R:1 method="wB97M-V/def2-TZVPD" e_tot_ha=-321.94287 smiles="C=C=C(N)NCN" homo_energy_ev="-6.547 / -6.548" largest_force_ha_per_bohr=0.0661
C -0.176 0.466 2.322 0.03 -0.24 0.33 -0.7164
C 0.107 0.670 1.064 -0.20 -1.25 0.31 -0.2843
C -0.119 1.052 -0.188 0.97 0.10 2.24 0.5461
N -0.191 2.393 -0.437 0.72 0.93 -1.54 -0.5313
N -0.207 0.128 -1.167 -0.39 -2.40 -0.61 -0.2984
C 0.437 -1.320 -1.022 0.21 2.58 -2.20 -0.5690
N -0.059 -2.266 -0.091 -1.18 0.02 1.20 -0.5286
H -0.781 1.167 2.890 -1.00 -0.50 0.00 0.2443
H 0.168 -0.437 2.818 0.93 0.57 0.65 0.2614
H 0.241 2.664 -1.310 0.18 0.46 -0.11 0.2128
H 0.122 2.961 0.343 -0.25 -0.18 -0.20 0.2533
H -0.199 0.551 -2.087 -0.21 -0.76 -0.09 0.2400
H 0.296 -1.710 -2.032 0.14 0.17 -0.19 0.3804
H 1.509 -1.176 -0.874 -0.04 0.35 0.21 0.2897
H -0.193 -3.176 -0.515 -0.05 0.21 -0.13 0.2420
H -0.955 -1.968 0.284 0.16 -0.06 0.14 0.2581


Copy entry 9 word for word.
17
Properties=species:S:1:pos:R:3:forces:R:3:mulliken_charge:R:1 method="wB97M-V/def2-TZVPD" e_tot_ha=-1006.67077 smiles="C=P[N@@+]1(C)CN1C[S-]" homo_energy_ev="-6.427 / -6.428" largest_force_ha_per_bohr=0.0419
C -0.028 1.304 -2.153 -0.44 -1.68 0.59 -0.4910
P -0.693 -0.147 -1.634 0.57 0.98 -0.04 0.0579
N -0.509 0.037 0.225 -0.81 0.74 -1.86 0.3579
C -1.094 1.262 0.758 -0.35 0.90 0.18 -0.8903
C -0.628 -1.163 1.013 0.06 -1.16 0.52 -0.2988
N 0.613 -0.501 0.967 0.35 0.12 1.60 -0.3292
C 1.650 -1.176 0.214 0.86 -0.98 -0.87 -0.4865
S 2.109 -2.720 0.993 -0.28 0.42 -0.02 -0.4357
H -0.146 1.532 -3.198 0.05 0.04 -0.30 0.3088
H 0.616 1.935 -1.570 -0.01 0.37 0.21 0.3101
H -1.473 1.855 -0.076 0.01 -0.02 0.27 0.3552
H -1.918 1.032 1.432 0.07 -0.05 -0.01 0.3286
H -0.340 1.834 1.295 0.08 -0.12 -0.02 0.3406
H -1.186 -1.098 1.940 -0.09 0.12 -0.11 0.2470
H -0.727 -2.102 0.470 0.07 0.10 -0.08 0.2753
H 1.243 -1.378 -0.811 0.10 0.13 0.07 0.1057
H 2.510 -0.505 0.134 -0.24 0.09 -0.14 0.2442